{
  "formula": "C4H9NO2S",
  "method": "wB97M-V/def2-TZVPD",
  "homo_energy_ev": -8.2,
  "e_lumo_ha": 0.019,
  "smiles": "NC(=S)COCCO",
  "gap_ha": 0.32240,
  "de_lowest_kcal_mol": 64.1,
  "symbols": ["N", "C", "S", "C", "O", "C", "C", "O", "H", "H", "H", "H", "H", "H", "H", "H", "H"],
  "positions_angstrom": [[1.27143, 1.49676, -0.10061], [2.06485, 0.43810, -0.20183], [3.67292, 0.12559, 0.05952], [1.41737, -0.90906, -0.47367], [-0.04241, -0.99360, -0.65353], [-0.87228, -0.82131, 0.46144], [-2.12120, -0.04785, 0.15310], [-1.79628, 1.29568, -0.30065], [0.31377, 1.43163, -0.40151], [1.73304, 2.27795, 0.61621], [1.72413, -1.55642, 0.35281], [1.85937, -1.47823, -1.26659], [-1.29212, -1.71302, 0.94820], [-0.30644, -0.38876, 1.43842], [-2.62547, -0.05880, 1.14234], [-2.65490, -0.64299, -0.62854], [-2.34578, 1.54434, -1.14510]],
  "forces_ev_per_a": [[3.39, 2.38, 2.83], [-0.10, -2.04, -0.17], [0.09, 1.49, 0.25], [-1.98, -0.99, 0.61], [0.96, 0.32, -0.04], [1.38, 0.83, 2.96], [0.50, 0.17, -0.48], [-1.80, 0.06, -2.04], [-0.61, 0.25, 0.40], [-2.15, -2.32, -3.04], [-0.41, 0.32, 0.42], [0.05, 0.40, -1.02], [0.41, -0.77, -0.69], [-0.91, -0.31, -2.39], [-0.42, 0.42, -0.82], [0.03, 0.74, 0.64], [1.54, -0.94, 2.59]]
}